{
  "formula": "C4H12O2",
  "method": "ωB97M-V/def2-TZVPD",
  "de_lowest_kj_mol": 258.3,
  "spin_multiplicity": 1,
  "charge": 0,
  "smiles": "CC[C@H](C)O.O",
  "symbols": ["H", "H", "H", "H", "C", "O", "C", "C", "H", "H", "H", "H", "C", "H", "H", "H", "H", "O"],
  "positions_angstrom": [[0.800, -0.713, -1.822], [-2.443, -0.512, 0.984], [-1.246, -1.213, -0.609], [1.085, 1.669, -1.146], [-0.268, -1.286, -0.104], [1.857, -0.834, -0.026], [0.482, 1.532, 0.894], [0.357, 1.074, -0.561], [0.129, -2.304, -0.252], [-0.416, -1.120, 0.976], [-2.004, -0.787, -0.484], [1.448, 1.093, 1.195], [0.718, -0.385, -0.766], [-0.307, 1.132, 1.554], [0.534, 2.625, 1.030], [-0.648, 1.261, -0.986], [2.617, -0.217, -0.053], [-2.696, -1.015, 0.177]],
  "forces_ev_per_angstrom": [[0.0760, 0.6568, 0.2985], [-0.3325, -0.4711, -0.9560], [5.4911, -2.5945, -0.8217], [-0.4346, -0.0255, 0.0559], [0.2171, -1.2016, -1.0195], [1.8737, 1.0609, -0.2269], [0.4005, -0.3942, 0.1620], [0.3647, 0.9371, -0.6932], [-0.4970, 0.2395, 0.2166], [0.2617, 0.0879, -0.6455], [-4.2352, 1.9116, 1.4371], [-0.4596, 0.4268, 0.5319], [0.0583, -0.9514, 1.1531], [0.3253, 0.1545, -0.2644], [-0.1313, -0.4847, -0.2745], [0.4491, -0.0429, 0.0996], [-0.6549, -0.4096, -0.2993], [-2.7726, 1.1005, 1.2464]]
}